Entry 1:
12
Properties=species:S:1:pos:R:3:forces:R:3:lowdin_charge:R:1 method="wB97M-V/def2-TZVPD" e_homo_ev=-14.5 lumo_ev=-4.68 charge=+1 smiles=N[n+]1ccc[nH]1
C -0.644 1.264 -1.020 1.8 -0.2 3.2 -0.01
H 0.643 -1.693 1.511 -0.2 -1.1 1.0 0.11
C -0.402 -0.124 -1.009 0.9 1.8 3.1 0.04
N 0.241 0.562 1.005 -0.8 1.7 -2.8 0.13
H -0.167 -2.403 0.154 -0.2 -0.6 0.5 0.13
N 0.136 -0.499 0.165 -1.7 1.8 -2.9 -0.19
H -0.729 -0.704 -1.771 -0.5 -2.4 -1.8 0.12
H -0.224 2.660 0.796 0.0 0.8 -0.5 0.12
H -1.050 1.804 -1.779 -1.2 1.2 -2.1 0.10
N 0.508 -1.762 0.529 0.7 0.9 -0.5 0.18
C -0.191 1.814 0.147 0.9 -4.8 2.3 0.11
H 1.094 0.448 1.537 0.1 0.9 0.5 0.16

=====

Entry 2:
105
Properties=species:S:1:pos:R:3:forces:R:3:lowdin_charge:R:1 method="wB97M-V/def2-TZVPD" e_homo_ev=-3.7 lumo_ev=1.73 charge=-1
C 1.822 0.262 -1.555 -0.2 0.2 0.1 -0.06
H -0.742 4.232 -0.652 0.1 0.1 -0.1 0.08
C 2.928 -2.098 1.440 -0.7 -0.8 0.4 -0.21
H 0.729 -2.041 0.934 0.3 -0.4 0.1 0.05
H 1.015 5.737 -1.824 -0.1 0.0 0.1 0.08
C -2.283 5.328 3.745 0.2 0.1 -0.2 -0.06
H -6.871 9.230 7.036 0.0 0.1 -0.1 0.08
H -6.002 9.627 4.625 -0.1 0.0 0.1 0.08
C 4.133 0.695 -4.601 0.2 0.1 1.1 -0.06
H -3.171 2.926 3.966 0.0 0.0 0.0 0.09
O -5.569 7.249 5.784 -0.1 -0.2 0.0 -0.07
H -3.485 4.944 2.005 0.1 -0.2 0.0 0.13
H 1.738 -0.251 -0.592 0.1 0.1 -0.4 0.09
C -0.558 4.801 0.263 -0.1 0.0 0.2 -0.06
C 0.871 5.323 0.297 -0.2 -0.3 -0.7 -0.50
H 0.471 7.121 -0.854 0.0 0.0 0.0 0.07
H -2.848 -7.582 -6.968 0.1 0.1 -0.1 0.08
H -5.016 7.972 6.102 0.0 0.0 0.0 0.09
H -7.610 7.686 7.431 0.0 0.0 -0.1 0.08
H 3.083 -1.282 0.716 -0.1 -0.5 0.1 0.08
H 4.589 -0.438 -1.134 -0.2 -0.5 -0.3 0.08
H 3.035 -4.278 0.869 -0.1 0.5 0.2 0.09
H -4.167 -6.751 -6.159 0.0 0.1 0.0 0.08
C -2.447 -5.498 -6.536 0.3 -0.6 -0.2 -0.50
C 2.827 -4.754 4.630 -0.3 0.2 0.6 -0.49
H -5.582 4.418 3.232 0.1 0.0 -0.1 0.08
C 3.696 -3.399 1.021 1.4 0.2 0.2 -0.32
C -3.439 4.628 3.049 0.0 -0.1 0.7 -0.50
C 1.468 -5.388 4.884 -0.1 -0.1 -0.2 -0.06
H 1.633 3.756 -0.577 0.0 -0.1 0.0 0.08
H 0.016 2.550 -3.346 0.4 -0.2 -0.1 0.09
H 4.907 -0.842 -2.823 -0.5 0.2 0.2 0.04
C 1.143 6.260 -0.872 0.1 0.2 0.0 -0.07
C 1.686 -3.244 -1.652 0.0 -0.9 -0.3 -0.21
C 2.941 0.053 -2.377 0.6 0.5 -1.3 -0.24
C 1.117 -3.808 -3.008 -0.8 0.2 0.5 -0.27
H 0.318 -3.115 -3.346 0.5 -0.3 -0.1 0.10
C 1.417 -2.433 1.702 0.2 0.7 0.4 -0.12
H 0.836 -5.304 3.998 0.1 0.0 0.0 0.08
H -4.968 6.004 3.734 0.0 0.0 0.1 0.06
C 0.785 1.146 -1.905 0.5 -0.1 0.0 -0.12
H 0.947 -4.874 5.698 0.1 0.0 0.1 0.08
O 2.656 -3.388 4.267 0.2 -0.1 -0.1 -0.06
O 1.780 4.231 0.252 0.1 0.1 0.3 -0.05
C 3.720 -4.849 5.859 0.2 0.0 0.0 -0.07
H 3.959 1.324 -5.490 0.0 -0.5 0.3 0.07
H 1.549 -4.058 -0.903 0.1 0.5 -0.2 0.05
H 1.025 -2.422 -1.329 0.4 -0.2 0.0 0.04
C 1.935 1.680 -3.954 -0.2 -0.3 0.5 -0.08
H -6.171 8.345 3.436 -0.1 0.0 0.0 0.07
H -4.753 4.585 4.771 0.1 0.1 0.0 0.08
H 5.031 1.096 -4.083 -0.3 -0.3 -0.4 0.09
H 1.566 -6.444 5.145 0.0 0.0 0.0 0.08
H 3.272 -4.318 6.704 -0.1 -0.1 0.0 0.08
C 2.088 -7.319 -3.302 -0.2 0.6 0.0 0.07
C 0.836 1.864 -3.101 0.0 -0.1 0.1 -0.13
H -3.011 -4.568 -6.443 0.1 0.0 0.2 0.14
C 2.966 0.793 -3.604 -0.2 0.2 -0.7 -0.22
C -1.345 -5.326 -7.571 0.1 0.2 0.0 -0.06
H -8.475 8.831 6.388 0.0 0.0 0.0 0.08
H 3.545 -2.729 -4.706 0.4 0.2 0.1 0.00
C -6.836 7.792 5.417 0.3 0.6 0.2 -0.50
H 1.285 -3.520 1.832 -0.1 0.5 -0.2 0.06
H 4.687 -4.382 5.665 0.0 -0.1 -0.1 0.08
H -0.739 4.123 1.100 0.0 0.0 0.0 0.07
H 3.311 -5.249 3.786 0.0 0.2 -0.1 0.14
O -1.867 -5.763 -5.262 -0.3 0.2 0.1 -0.07
H -3.863 -6.447 -7.880 0.0 0.0 0.0 0.08
O 4.541 -3.256 -0.109 -1.3 0.2 -0.6 -0.26
H -0.673 -4.517 -7.283 -0.1 0.0 0.0 0.08
H -7.447 6.961 5.060 0.2 -0.1 0.0 0.14
C -6.651 8.808 4.300 0.0 -0.1 -0.2 -0.06
P 4.704 -4.099 -3.368 -0.6 -1.3 -0.7 0.37
C 0.435 -5.208 -2.876 0.6 -0.5 -1.1 -0.21
H -1.759 -5.102 -8.557 0.0 0.0 0.0 0.08
C 4.115 -0.849 -2.054 -0.5 0.4 0.6 -0.16
H -0.045 1.287 -1.203 0.3 -0.1 -0.3 0.10
H 1.048 5.849 1.238 0.1 -0.1 0.0 0.13
H 2.002 2.232 -4.902 -0.1 -0.3 0.4 0.10
C -3.388 -6.632 -6.914 -0.2 0.0 0.1 -0.07
H -1.339 5.093 3.250 0.0 0.0 0.0 0.06
H 3.325 -1.737 2.407 0.1 -0.2 -0.6 0.09
H 2.229 -2.935 5.003 0.0 0.0 0.0 0.09
H -7.608 9.227 3.984 0.0 0.0 0.0 0.08
H -1.279 5.621 0.315 0.0 0.0 0.0 0.08
H 4.364 -0.353 -4.856 -0.1 0.5 -0.2 0.07
C -4.761 4.934 3.735 -0.2 -0.1 -0.3 -0.07
H -0.337 -5.326 -3.663 0.4 0.3 0.4 0.08
H 1.119 -1.972 2.663 0.0 -0.2 -0.4 0.05
O -3.214 3.219 3.049 0.0 0.0 -0.4 -0.05
H 3.885 -5.889 6.149 0.0 0.0 0.0 0.08
H -0.739 -6.233 -7.646 -0.1 0.0 0.0 0.08
Al 3.663 -2.803 -1.657 0.7 0.7 1.2 0.11
C 1.411 -6.328 -3.141 -0.5 -0.4 0.7 -0.15
H 1.859 -3.892 -3.820 -0.3 0.1 0.3 0.06
C -7.492 8.423 6.635 -0.1 -0.2 0.1 -0.07
H -1.362 -6.583 -5.328 0.0 0.0 0.0 0.09
O 4.294 -3.328 -4.835 0.1 0.0 0.4 -0.50
H 2.173 6.619 -0.842 0.0 0.0 0.1 0.08
H 2.762 -8.145 -3.452 -0.3 0.4 0.1 0.02
H 4.366 -3.653 1.878 -0.4 0.0 -0.3 0.10
Br 6.959 -3.930 -3.142 0.0 0.6 -0.1 0.07
H -0.091 -5.352 -1.917 0.5 0.1 -0.2 0.11
H -2.190 4.991 4.782 -0.1 0.0 0.0 0.08
H -2.418 6.411 3.743 0.0 0.0 0.0 0.08

=====

Entry 3:
101
Properties=species:S:1:pos:R:3:forces:R:3:lowdin_charge:R:1 method="wB97M-V/def2-TZVPD" e_homo_ev=-11.1 lumo_ev=-2.48 charge=+1
H 1.919 -7.493 2.014 -0.1 -0.1 0.2 0.12
H 1.458 -6.866 0.406 -0.1 -0.5 0.0 0.12
H -0.109 5.142 -3.645 0.2 0.1 0.1 0.09
C -0.358 -0.998 0.603 0.5 -1.8 -1.5 -0.26
H -4.758 -0.173 -2.045 0.6 0.6 0.2 0.01
C -2.087 -0.251 3.054 0.6 -0.6 -0.7 -0.13
Si -0.303 -0.694 2.533 0.5 0.5 1.7 0.66
O -0.386 1.490 0.583 -0.3 -0.5 0.3 0.00
H 2.743 3.632 -4.635 0.1 0.1 -0.1 0.12
C 3.624 1.562 -2.387 0.5 -0.5 0.8 -0.36
H -1.079 1.006 -3.618 0.1 -0.2 0.1 0.10
O 1.123 -5.561 1.918 -0.1 -0.5 0.1 -0.15
S -3.979 -2.218 -3.722 0.3 0.2 0.2 0.24
C 2.100 -1.798 0.337 0.5 0.0 0.1 -0.75
H 2.186 3.688 -2.985 -0.1 0.2 0.0 0.09
C -1.363 1.960 -3.180 0.8 0.1 0.5 -0.15
H -1.222 4.316 -4.687 -0.2 -0.1 -0.1 0.09
H -1.284 1.709 0.884 0.1 0.0 0.3 0.06
C 0.813 -1.883 0.037 0.1 -0.7 -0.5 -0.60
C -1.858 -2.978 1.185 -0.7 -2.1 0.4 -0.24
H -2.765 -0.201 2.203 -0.2 0.2 0.0 0.02
N -1.549 -1.855 0.364 -0.6 1.3 0.0 -0.11
C -1.170 -4.892 2.272 0.3 -0.7 0.4 -0.19
C -4.751 -2.212 -0.291 -1.0 -1.8 -0.7 -0.40
H 0.651 3.228 -5.255 -0.4 0.0 -0.2 0.11
O -0.781 -3.860 1.413 0.2 1.0 -0.3 -0.20
H -0.192 -6.557 3.148 0.0 -0.2 0.1 0.13
H -2.589 -3.599 0.649 -0.3 0.4 -0.3 0.14
H -1.659 4.623 -3.005 -0.1 0.1 0.1 0.08
C -0.955 3.926 2.839 -0.1 0.4 0.1 -0.17
H 2.489 -0.999 2.312 -0.2 0.0 0.2 0.07
H 3.326 -5.632 0.109 0.3 -0.3 0.0 -0.04
C 3.310 -6.065 1.102 -0.8 -0.3 0.3 -0.12
O 1.034 -0.230 -3.235 0.0 0.5 1.5 0.19
C -0.220 2.994 -3.289 -0.4 0.1 -1.2 -0.37
C -1.160 5.330 3.425 0.0 0.3 -0.1 -0.24
H 3.295 1.187 -4.375 -0.1 -0.1 -0.2 0.12
H 0.281 3.141 -2.334 0.0 -0.4 0.2 0.12
H 0.138 1.437 3.707 -0.3 0.1 0.1 0.00
H 3.730 -0.718 1.160 0.2 0.0 0.0 0.05
H -1.416 2.699 -1.189 0.3 -0.4 0.7 0.11
H -0.402 5.502 4.190 0.0 -0.1 0.0 0.12
H 1.011 -2.805 2.936 0.1 -0.2 0.1 0.04
H 4.060 -6.835 1.223 0.2 -0.1 -0.1 0.08
H -2.433 -1.088 3.655 -0.2 0.1 0.3 0.04
H -3.510 0.474 -3.837 0.3 0.5 0.7 -0.01
O -3.815 -1.366 -0.049 0.3 1.3 0.3 -0.02
C 0.319 -2.198 3.509 -0.9 0.2 -0.7 -0.13
C 3.094 1.860 -3.554 -0.4 0.6 -0.3 -0.10
C 4.478 0.332 -2.257 0.1 0.2 0.1 -0.06
C -1.984 3.633 1.840 -0.1 0.0 0.0 -0.21
H -2.393 0.571 -0.296 0.1 0.2 0.2 0.17
H 2.584 2.986 -1.155 0.0 0.3 0.1 0.06
H 5.532 0.601 -2.264 0.2 0.0 0.0 0.09
I 0.330 -3.335 -1.491 -0.2 0.5 0.3 1.09
I 3.622 -3.055 -0.484 -0.4 1.0 0.2 1.03
H 4.311 -0.173 -1.309 -0.1 -0.1 0.1 0.02
H 4.291 -0.356 -3.073 0.1 -0.2 -0.1 0.08
H -0.564 -2.792 3.727 0.1 -0.3 0.1 0.01
H -1.192 7.408 2.836 0.0 0.0 0.0 0.08
H 3.478 -5.263 1.813 0.3 0.0 0.1 0.06
N -2.800 3.417 1.057 0.2 -0.3 0.0 0.18
N 0.814 0.557 -0.982 -0.6 -0.3 -1.6 0.25
C -0.170 -6.042 2.183 -0.3 0.3 0.2 -0.19
C 0.772 0.689 3.248 0.1 0.6 -0.4 -0.17
C -0.843 4.341 -3.670 0.1 0.2 0.3 -0.06
H -2.174 2.320 -3.805 -0.3 0.0 0.0 0.11
H 3.430 1.733 -0.266 0.0 -0.1 0.1 0.06
H -1.014 3.179 3.626 0.0 -0.1 0.0 0.10
H -2.155 -5.288 2.007 -0.1 0.1 -0.1 0.14
H 2.314 0.238 1.027 -0.4 0.1 0.0 0.05
C -2.131 -0.689 -1.778 -0.7 0.4 1.4 -0.32
H 1.396 1.236 2.550 0.0 0.1 -0.1 0.02
H 1.434 0.365 4.045 0.1 -0.4 0.0 0.04
C -0.387 0.340 -0.245 0.7 1.6 1.6 -0.38
H -1.855 6.329 1.619 0.0 0.0 0.0 0.07
C -1.072 6.430 2.373 0.0 0.0 0.0 -0.10
C 2.240 3.054 -3.863 0.3 -0.6 -0.4 -0.16
H -2.902 2.054 -1.720 -0.2 -0.3 0.3 0.13
H 0.025 3.846 2.366 0.0 -0.1 -0.1 0.13
C -1.833 1.854 -1.717 -0.9 0.7 -1.9 -0.11
H -2.646 -2.615 -1.207 -0.2 -0.3 0.2 0.10
C 0.830 2.646 -4.358 0.6 0.7 0.3 -0.15
H -2.374 -2.801 2.138 0.3 0.8 0.1 0.13
N -5.495 -3.056 -0.587 0.6 1.1 0.6 0.21
H -0.105 6.413 1.866 0.0 0.0 0.0 0.08
H 4.363 3.016 -1.017 0.1 0.2 0.1 0.09
C 1.910 -6.617 1.367 0.5 0.7 -0.5 -0.25
H -1.358 -1.177 -2.368 0.2 0.3 -0.2 0.07
H 0.812 1.602 -4.653 0.0 -0.1 0.1 0.10
H -1.218 -4.573 3.317 -0.1 0.4 0.0 0.12
H -2.132 5.382 3.919 0.0 -0.1 0.0 0.12
P -3.648 -0.513 -2.849 -1.0 -1.8 -1.5 0.45
H 0.720 -1.897 4.470 0.2 0.2 0.0 0.05
C 2.651 -0.761 1.267 0.9 -0.2 -0.1 -0.16
C 0.941 0.183 -2.147 0.0 -1.0 -0.8 -0.28
N -1.676 0.532 -1.030 -0.5 -0.1 0.0 0.03
H -2.115 0.662 3.632 -0.1 0.2 0.1 0.03
H -0.514 -6.759 1.436 0.2 0.0 -0.3 0.13
C 3.485 2.385 -1.134 0.0 -0.2 -0.3 -0.04
C -2.499 -1.687 -0.653 0.8 -1.1 -1.2 -0.37

=====

Entry 4:
135
Properties=species:S:1:pos:R:3:forces:R:3:lowdin_charge:R:1 method="wB97M-V/def2-TZVPD" e_homo_ev=-12.0 lumo_ev=-6.29 charge=+2
H 1.833 -9.798 0.660 0.0 0.0 0.0 0.11
C 3.402 -2.347 0.045 0.0 0.0 0.1 -0.11
C -0.580 -8.770 -2.173 0.0 -0.1 0.1 -0.11
H 1.906 -3.488 -5.847 0.0 0.0 0.0 0.12
C -4.777 -6.181 -2.395 0.0 0.0 0.0 -0.08
C 1.034 -8.172 -0.495 0.0 -0.1 0.0 -0.12
H -1.789 -2.333 -1.731 0.0 -0.1 0.0 0.02
C 0.209 -5.147 -0.219 0.0 0.3 0.1 -0.38
H -3.953 0.898 3.071 0.0 -0.1 -0.1 0.11
H 1.639 -7.431 0.014 0.0 -0.1 0.0 0.09
C -2.601 -5.793 -3.349 -0.1 0.1 0.0 -0.14
H -4.428 -5.813 -4.482 0.0 0.0 0.0 0.11
C -3.645 1.544 -2.549 0.0 0.0 -0.3 -0.08
H 5.763 0.939 1.362 0.0 0.0 0.0 0.09
H 0.030 5.505 0.466 0.0 -0.1 0.0 0.13
C -1.489 -2.321 2.659 -0.2 0.1 0.4 -0.04
C 2.411 -3.778 -3.781 0.1 0.0 -0.2 -0.07
C -1.389 0.722 -2.489 -0.3 0.5 0.4 -0.19
C 1.038 -2.624 -2.172 -0.1 0.5 -0.1 -0.37
H -0.581 0.207 -1.934 0.1 -0.2 -0.1 0.02
N 1.738 0.588 -0.173 0.1 -0.5 0.4 -0.06
H 2.673 -3.940 -1.676 0.0 0.0 0.0 0.10
H -5.849 -6.292 -2.514 0.1 0.0 0.0 0.11
C 3.061 -2.946 2.736 0.0 0.1 -0.1 -0.05
H -2.418 2.496 1.085 -0.1 0.0 0.0 0.06
H 3.562 -2.111 -0.995 0.0 0.1 0.0 0.10
C -3.696 -1.584 -0.969 0.2 0.0 -0.2 -0.62
H -0.798 3.773 -2.093 0.0 0.0 0.0 0.10
C 0.149 -7.792 -1.501 0.0 -0.1 0.1 -0.41
H 2.816 -0.225 -3.172 0.0 0.0 0.0 0.10
H 0.977 -2.856 2.346 0.1 -0.1 0.0 0.07
H -2.091 2.847 -1.353 -0.1 0.1 0.0 0.01
C 2.239 0.517 -2.620 0.1 0.0 0.1 0.00
C -5.039 -1.269 -1.640 -0.1 0.0 -0.1 -0.06
H 1.277 0.504 6.145 0.0 0.0 0.0 0.09
C -3.477 2.335 0.891 -0.1 0.0 0.0 -0.08
H 4.604 0.466 2.618 0.0 0.0 0.0 0.09
H -0.007 -1.995 -5.342 0.0 0.0 0.0 0.12
H -1.249 -8.493 -2.980 -0.1 0.0 0.0 0.10
N 0.811 0.446 2.820 0.0 -0.4 0.1 0.06
H 1.243 1.969 5.156 0.0 0.0 0.0 0.09
C 4.771 1.132 1.770 -0.1 0.1 0.0 0.01
H -0.557 -1.449 -3.024 0.2 -0.1 -0.1 0.05
H -1.942 2.389 -5.363 0.0 0.0 0.0 0.12
H 1.670 5.585 2.587 0.0 0.0 0.0 0.09
H 2.592 0.843 5.012 -0.1 0.0 0.0 0.09
N -0.157 2.228 0.528 -0.3 0.2 0.2 -0.02
H -3.741 2.805 -0.058 -0.1 0.0 0.1 0.08
N 0.736 2.532 1.527 0.0 0.0 -0.1 0.04
C -3.449 0.301 2.305 -0.1 -0.1 0.0 -0.08
Ir -0.305 0.027 0.164 1.0 0.4 -2.7 1.11
B 1.662 1.474 2.127 0.2 0.4 0.0 -0.55
H -5.376 -2.196 -2.113 0.0 0.0 0.0 0.11
H 2.428 1.493 -3.073 0.0 0.0 0.0 0.10
C -0.357 -3.744 0.089 0.2 -0.2 -0.4 -0.37
C 0.912 3.859 1.619 0.2 0.0 0.2 -0.24
C -3.381 2.106 -3.793 0.0 0.0 0.0 -0.02
H -2.797 -1.574 -2.957 0.0 0.0 0.0 0.09
N 0.011 -0.396 2.114 -0.4 0.1 0.2 -0.08
H 1.280 -5.170 -0.008 0.0 0.0 0.0 0.06
C 1.961 -2.764 1.915 0.1 -0.1 -0.2 -0.09
H -5.836 1.294 1.485 0.0 0.0 0.0 0.10
C -3.980 -5.916 -3.501 0.0 0.0 0.0 -0.08
H -0.135 1.163 -4.178 -0.1 0.0 0.0 0.12
H 4.751 2.160 2.139 0.0 -0.1 0.0 0.09
N 2.427 0.826 0.967 0.3 -0.1 0.2 0.04
H -4.039 2.840 1.682 0.0 0.0 -0.1 0.11
H -2.423 -2.227 3.213 0.1 0.0 0.0 0.10
H -4.950 -0.521 -2.428 0.0 -0.1 0.0 0.07
As -0.068 -5.928 -2.028 0.1 0.2 -0.2 1.33
H 2.918 -3.179 3.784 0.0 0.0 0.0 0.12
H 5.209 -2.999 2.842 -0.1 0.0 0.0 0.12
H -4.677 -2.244 0.866 0.1 0.0 0.0 0.09
C 0.761 0.154 4.120 0.1 0.1 0.2 -0.23
C -0.560 -1.232 3.007 0.1 0.2 0.1 -0.35
H 5.505 -2.439 0.450 -0.1 0.0 0.0 0.12
C -2.812 -2.198 -2.061 -0.2 0.1 0.0 -0.09
H -1.963 4.569 -1.039 0.0 0.0 0.0 0.11
C -2.820 -6.206 -0.990 -0.1 0.0 -0.1 -0.11
H 2.881 4.326 2.338 -0.1 0.0 0.0 0.09
C 4.509 -2.535 0.867 0.0 0.1 0.0 -0.05
C 1.514 0.912 5.166 0.0 0.0 -0.1 0.01
C 3.744 0.909 0.710 0.0 0.1 -0.1 -0.25
C -3.944 -2.602 0.138 -0.5 0.2 -0.1 -0.06
H -5.661 -0.352 0.898 0.0 0.1 0.0 0.07
H -4.623 1.674 -2.102 0.1 0.0 0.0 0.11
H -2.379 0.372 2.481 0.0 0.1 0.0 0.05
C -2.131 1.956 -4.388 0.0 -0.1 0.1 -0.03
C 2.094 -3.486 -2.466 0.1 0.0 0.0 -0.15
C -2.644 0.842 -1.892 0.3 -0.1 -0.2 -0.41
H -3.045 -2.862 0.656 0.3 -0.2 0.2 0.03
C -0.102 -0.911 4.275 -0.1 -0.2 0.2 0.05
C -2.013 -5.939 -2.097 -0.1 0.0 0.2 -0.43
H 3.245 -4.437 -3.992 -0.1 0.0 0.0 0.12
H -0.376 -1.398 5.199 0.0 0.0 -0.1 0.14
C -5.339 0.675 0.734 -0.1 0.1 0.1 -0.07
C 2.112 -2.481 0.550 0.1 0.2 0.2 -0.33
C 4.343 -2.838 2.209 0.0 0.0 0.0 -0.06
H -1.693 -2.283 1.609 -0.2 0.0 -0.3 0.01
P -2.767 -0.052 -0.349 -0.4 -0.6 1.4 1.10
C -1.119 1.263 -3.731 0.1 0.1 -0.1 -0.05
C 2.627 0.569 -1.180 -0.2 0.0 -0.1 -0.30
H -4.340 -3.514 -0.311 0.0 0.0 0.0 0.09
H 0.499 -11.519 -0.507 0.0 0.1 0.0 0.11
C -1.400 3.648 -1.190 0.2 0.2 0.0 -0.02
H -1.045 -10.858 -2.327 0.0 0.0 0.0 0.11
H 1.675 4.146 3.613 0.0 0.0 -0.1 0.08
C -3.831 0.844 0.923 0.2 0.1 -0.1 -0.65
C -4.198 -6.323 -1.137 0.1 0.1 0.0 -0.08
H -4.157 2.665 -4.302 0.1 0.0 0.0 0.13
H -3.214 -3.170 -2.342 0.0 -0.1 0.0 0.09
H -5.691 1.004 -0.244 0.0 0.0 0.1 0.08
H 2.431 1.982 2.886 -0.1 -0.1 0.0 0.12
H -1.977 -5.584 -4.211 0.0 0.0 0.0 0.09
C 1.661 -3.244 -4.820 0.0 0.0 0.0 -0.05
P 0.599 -2.258 -0.454 -0.5 -0.2 1.0 1.04
C 1.150 -9.511 -0.132 0.1 0.1 0.0 -0.08
H -0.407 -3.629 1.163 0.0 -0.2 -0.1 0.02
H -5.810 -0.961 -0.943 0.0 -0.1 -0.1 0.06
C -0.463 -10.105 -1.807 0.0 0.1 -0.1 -0.07
C 0.128 4.447 0.662 -0.2 0.2 -0.3 0.04
C 0.400 -10.476 -0.784 0.0 -0.1 0.0 -0.08
H 1.185 0.292 -2.736 0.1 -0.1 0.0 0.02
H -1.060 -3.292 2.913 -0.1 0.0 0.1 0.10
H -2.376 -6.347 -0.010 0.0 0.0 0.0 0.10
H -3.761 -0.737 2.430 0.0 0.1 0.0 0.07
C 3.906 0.752 -0.652 0.1 0.1 -0.2 0.03
H 4.833 0.797 -1.207 -0.1 0.0 0.1 0.13
C 1.838 4.511 2.599 -0.1 -0.1 -0.1 0.00
C 0.283 -2.101 -3.223 0.0 0.0 0.0 -0.13
C -0.515 3.413 -0.019 0.2 -0.1 0.2 -0.30
H -0.264 -5.839 0.477 0.1 0.0 0.1 0.07
H -1.372 -3.663 -0.288 -0.1 0.0 0.0 0.04
H -4.818 -6.545 -0.275 0.0 0.0 -0.1 0.11
C 0.586 -2.412 -4.538 0.0 0.0 0.0 -0.05